[1]
A molecular structure, C32H39BrCoN3O2P2. Source: the OMol25 dataset; level of theory: wB97M-V/def2-TZVPD.

XYZ file:
```
80
Properties=species:S:1:pos:R:3:forces:R:3:lowdin_charge:R:1
Co 0.189370 -0.866975 -0.310920 -0.20 -0.18 0.09 0.343
N -2.085315 -1.510848 1.468004 -0.01 0.03 -0.01 -0.062
P -0.813123 -0.399319 1.656932 0.00 -0.06 0.11 1.059
C 0.157493 -0.980716 3.059223 -0.09 0.04 -0.03 -0.324
C -0.280484 -0.703690 4.359690 0.03 -0.02 -0.03 -0.072
C 0.377322 -1.262422 5.442039 0.03 -0.02 -0.01 -0.043
C 1.472171 -2.094299 5.239075 -0.03 0.03 -0.02 -0.035
C 1.908636 -2.372020 3.951528 0.03 -0.02 0.00 -0.046
C 1.254130 -1.819554 2.863089 0.04 -0.02 -0.08 -0.078
C -1.614414 1.105443 2.239821 0.05 -0.04 0.04 -0.364
C -0.823051 2.114112 2.799302 -0.02 -0.01 -0.08 -0.102
C -1.416588 3.254536 3.310866 0.00 0.01 -0.01 -0.038
C -2.801269 3.385815 3.294182 0.01 0.01 0.01 -0.034
C -3.590944 2.374330 2.769930 -0.02 -0.03 0.00 -0.052
C -3.001661 1.235111 2.238001 0.01 0.01 0.05 -0.105
C -2.218707 -2.253797 0.316792 -0.05 0.00 0.06 -0.358
C -3.214980 -3.220618 0.172852 0.02 0.00 0.02 0.024
C -3.296432 -3.914049 -1.011524 0.04 0.04 -0.02 -0.002
C -2.384925 -3.644316 -2.038046 -0.06 -0.04 0.01 -0.021
C -1.432136 -2.688730 -1.824820 0.05 0.04 -0.12 -0.096
N -1.354000 -1.985591 -0.671579 0.39 0.06 0.09 -0.002
H -2.635032 -1.795603 2.267247 -0.03 0.00 -0.02 0.138
H -1.127127 -0.053234 4.533375 -0.03 0.02 -0.01 0.111
H 0.036578 -1.046580 6.445403 0.01 0.00 0.00 0.120
H 1.988295 -2.523960 6.086973 0.00 0.00 0.00 0.122
H 2.763748 -3.014879 3.792968 0.00 0.00 0.01 0.119
H 1.621783 -2.026495 1.865634 -0.02 -0.01 0.07 0.087
H 0.251043 1.997487 2.862210 0.05 0.01 -0.02 0.113
H -0.801976 4.032037 3.744179 0.00 0.00 0.00 0.122
H -3.263022 4.271502 3.709703 0.00 0.00 -0.01 0.122
H -4.668851 2.464765 2.780411 0.00 0.01 -0.01 0.122
H -3.629940 0.451866 1.837001 -0.01 -0.01 -0.04 0.100
H -3.898560 -3.410321 0.988953 0.00 -0.01 -0.01 0.130
H -4.060816 -4.668133 -1.143186 0.00 0.00 0.00 0.132
H -2.415953 -4.177049 -2.976502 0.00 -0.01 0.00 0.125
H -0.684990 -2.452690 -2.570439 -0.02 0.00 0.03 0.117
Br 5.651343 -4.574529 -3.530644 0.00 0.01 0.01 0.823
C 5.210956 -3.322009 -2.205409 0.05 -0.01 0.01 -0.659
C 6.196734 -2.842762 -1.338649 -0.08 -0.02 -0.05 -0.130
N 5.953021 -1.951674 -0.385212 0.09 0.05 0.10 0.105
C 4.718154 -1.496308 -0.244731 -0.04 -0.05 -0.06 -0.052
C 3.672218 -1.925144 -1.060407 0.03 0.02 -0.05 -0.122
C 3.922363 -2.858629 -2.066710 -0.02 0.00 -0.03 -0.029
C 2.333705 -1.394867 -0.873427 0.05 0.10 0.45 -0.526
O 2.050101 -0.571782 0.080196 -0.25 -0.21 -0.52 -0.079
O 1.340195 -1.721866 -1.608217 -0.18 -0.01 0.10 -0.037
H 7.216488 -3.198249 -1.427521 0.00 0.00 0.00 0.120
H 4.545235 -0.765692 0.536618 0.00 0.00 0.00 0.131
H 3.127312 -3.203365 -2.713714 0.00 0.00 0.00 0.124
C -3.180536 0.255608 -1.492903 0.04 0.01 0.01 -0.080
C -2.168682 1.385375 -1.690699 -0.01 -0.01 0.13 -0.448
C -2.674379 2.631354 -0.952738 0.01 0.01 -0.02 -0.074
P -0.351509 1.021894 -1.396646 0.17 0.31 -0.08 1.170
C 0.343784 2.508202 -0.542425 0.01 -0.08 0.01 -0.490
C 0.519230 3.711563 -1.485987 -0.08 -0.03 -0.02 -0.078
C 1.647909 2.268637 0.217930 -0.02 0.06 0.03 -0.096
C 0.445327 0.831425 -3.067442 -0.06 -0.10 -0.02 -0.466
C 1.975371 0.935041 -3.023837 -0.01 -0.06 -0.07 -0.072
C -0.047126 1.776819 -4.182971 0.10 0.08 0.09 -0.075
H -4.161029 0.644864 -1.768812 0.01 0.00 -0.01 0.100
H -3.243205 -0.057996 -0.451181 0.02 0.02 -0.03 0.054
H -2.990331 -0.604324 -2.127613 0.04 -0.09 -0.01 0.072
H -2.170789 1.602274 -2.755927 0.04 0.08 -0.07 0.086
H -2.695796 2.486392 0.125162 0.01 0.00 -0.01 0.055
H -3.699673 2.810743 -1.277940 0.00 0.01 0.00 0.102
H -2.108537 3.530230 -1.169233 0.05 0.06 -0.03 0.070
H -0.437227 2.757088 0.179358 0.02 -0.03 0.05 0.077
H 1.434960 3.629596 -2.066376 0.01 -0.01 0.00 0.075
H 0.608814 4.607964 -0.871613 -0.02 0.01 0.00 0.103
H -0.303748 3.867254 -2.179896 -0.05 -0.01 0.01 0.071
H 2.452800 1.963453 -0.447057 0.02 0.01 0.01 0.076
H 1.560687 1.511396 0.993177 -0.02 0.01 0.03 0.046
H 1.943031 3.207678 0.688875 -0.02 0.00 0.01 0.102
H 0.177189 -0.193562 -3.346288 -0.01 0.02 0.00 0.100
H 2.294739 1.948446 -2.801508 0.02 0.05 0.00 0.073
H 2.356621 0.691338 -4.015853 0.00 -0.02 -0.01 0.107
H 2.457643 0.265296 -2.322275 -0.02 0.12 -0.04 0.051
H 0.456776 2.741045 -4.119856 -0.04 -0.04 0.00 0.081
H -1.115221 1.963154 -4.221197 -0.08 -0.09 0.02 0.067
H 0.228813 1.327535 -5.136748 0.03 0.01 0.00 0.099
```
Positions in Å, forces in eV/Å.

Computed properties:
- Kohn-Sham gap (alpha / beta): 0.238 / 0.237 hartree
- Strongest force on any atom: 0.618 eV/Å
- Charge: +2
- HOMO energy (alpha / beta): -13.87 / -13.87 eV
- LUMO level (alpha / beta): -0.2720 / -0.2721 Eh

=====

[2]
4 unconnected molecules or ions with the total composition C32H39Cl2F6N2O8P2S. Source: the OMol25 dataset; level of theory: wB97M-V/def2-TZVPD.

XYZ file:
```
92
Properties=species:S:1:pos:R:3:forces:R:3:lowdin_charge:R:1
C 5.042263 0.798706 -1.934565 -0.12 -0.04 0.03 0.031
C 3.559993 0.536774 -1.847461 0.47 0.68 -0.01 -0.522
O 3.079265 -0.546812 -1.869034 -0.34 -0.76 -0.07 0.136
O 2.721629 1.618460 -1.799251 -0.12 0.06 0.34 -0.031
C 3.131405 2.810205 -1.106321 0.00 0.06 -0.06 -0.178
C 1.840905 3.538427 -0.733306 0.39 -0.14 0.39 -0.160
C 1.362885 3.207527 0.697851 0.22 0.14 -0.24 -0.193
C -0.151619 3.360890 0.894846 -0.10 -0.03 0.21 -0.209
C -1.012628 2.062604 0.902845 -0.24 -0.21 -0.05 -0.477
P -0.919957 1.583985 2.765615 0.19 0.15 -0.19 0.945
N 0.743167 1.233502 3.020179 -0.27 0.90 0.69 -0.151
O -1.561569 0.076181 2.701231 -0.17 0.39 0.63 -0.296
C -2.507659 2.454694 0.829235 0.14 0.03 -0.09 -0.194
C -3.364390 1.292025 0.377991 -0.29 0.14 0.45 -0.146
N -3.182737 1.116893 -1.112469 -0.18 -0.51 -0.18 -0.444
Cl -3.762824 -0.572707 -1.505114 0.15 0.66 0.42 0.859
C -4.143788 2.022287 -1.831551 -0.14 0.35 -0.38 -0.173
C -5.591954 1.525025 -1.749634 0.33 -0.12 -0.32 -0.283
O -6.290054 1.839527 -0.839601 -0.45 0.19 0.55 0.097
C -1.696913 1.295608 -1.540816 0.54 -0.26 0.17 -0.717
Cl -1.439453 2.948895 -2.160899 -0.09 0.14 0.24 0.853
P -1.459448 0.135700 -3.137045 0.45 -0.91 -0.72 0.839
O -2.291349 1.068287 -4.189689 -0.12 0.04 0.07 -0.316
O 0.068381 0.414691 -3.580203 -0.26 0.42 0.30 -0.236
C -0.692580 1.110708 -0.325267 -0.09 0.68 0.05 -0.270
S -0.426047 -0.683864 -0.060569 -0.26 -0.42 -0.56 0.769
O -1.586471 -1.269915 0.543362 0.26 -0.08 -0.20 -0.307
O 0.058068 -1.190810 -1.313549 -0.20 0.27 0.02 -0.304
C 1.060756 -0.922110 1.080767 -0.39 0.02 -0.24 -0.662
F 0.643123 -1.056990 2.324983 0.41 -1.07 -0.34 0.094
F 1.643528 -2.033412 0.676156 -0.01 0.14 0.15 0.188
F 1.884250 0.102887 0.974740 0.37 -0.34 -0.39 0.142
H 5.296937 1.854514 -1.994137 0.06 -0.09 0.04 0.076
H 5.528193 0.334447 -1.072859 0.00 0.10 -0.09 0.106
H 5.408930 0.294733 -2.829817 -0.05 0.05 0.16 0.076
H 3.775674 3.430245 -1.736766 -0.13 -0.10 -0.08 0.124
H 3.704569 2.540584 -0.211092 -0.06 0.05 -0.08 0.137
H 1.093827 3.238841 -1.469167 0.09 0.29 -0.06 0.064
H 2.020549 4.614757 -0.795446 -0.25 -0.04 -0.19 0.124
H 1.878047 3.909193 1.363064 -0.08 -0.15 0.05 0.123
H 1.707984 2.214353 0.988319 -0.18 0.16 -0.07 0.076
H -0.541938 4.072434 0.160563 -0.02 -0.09 0.04 0.095
H -0.348065 3.833704 1.869714 0.03 0.05 -0.13 0.100
H 1.177220 2.086924 3.367700 0.06 -0.09 0.06 0.061
H 0.847964 0.538634 3.760111 0.06 0.16 -0.11 0.036
H -1.773157 -0.227685 3.595161 -0.16 -0.05 -0.10 0.081
H -2.855014 2.769719 1.820093 -0.06 0.00 -0.13 0.110
H -2.647915 3.314068 0.165712 -0.03 0.00 0.16 0.098
H -4.426042 1.488528 0.536967 0.08 -0.08 -0.10 0.131
H -3.103341 0.359689 0.878390 0.15 0.06 -0.16 0.099
H -4.102929 3.004204 -1.359100 0.10 -0.14 0.03 0.128
H -3.854288 2.107554 -2.875646 0.07 -0.17 0.10 0.094
H -5.953804 0.911816 -2.587543 0.00 0.01 -0.05 0.131
H -2.023772 1.998616 -4.271285 0.06 -0.10 -0.02 0.026
H 0.160388 1.030647 -4.319620 0.12 0.03 0.10 0.082
H 0.261141 1.431722 -0.763689 0.00 -0.31 0.05 0.096
F -9.799954 -0.810545 3.041424 0.01 -0.01 0.00 0.064
C -9.092007 -1.377924 2.047509 0.00 0.00 0.00 -0.284
C -9.262011 -2.724400 1.792094 -0.01 -0.02 0.00 -0.008
C -8.530260 -3.300479 0.763885 0.01 0.02 -0.01 -0.077
C -7.644744 -2.534956 0.016833 0.01 0.00 0.02 -0.096
C -7.494234 -1.184255 0.299707 0.00 -0.09 0.01 -0.092
C -8.222391 -0.590086 1.320038 0.03 0.04 0.00 -0.011
H -9.954543 -3.300628 2.389951 -0.01 0.01 0.00 0.122
H -8.654898 -4.352785 0.546205 0.00 0.00 0.01 0.108
H -7.077232 -2.993031 -0.782734 -0.01 0.00 0.00 0.098
H -6.806923 -0.580261 -0.275966 -0.02 0.01 -0.02 0.062
H -8.127263 0.462409 1.550501 -0.02 0.00 0.00 0.117
F 0.857921 -0.290207 6.027061 -0.01 0.03 -0.05 0.029
C 1.387696 -1.541585 6.116232 0.03 -0.05 0.01 -0.279
C 1.103411 -2.435635 5.107971 -0.04 -0.01 0.02 -0.027
C 1.644144 -3.711355 5.179749 0.04 0.00 0.06 -0.070
C 2.444633 -4.066339 6.257155 0.01 0.03 -0.01 -0.084
C 2.708623 -3.142382 7.260225 -0.01 -0.01 -0.03 -0.071
C 2.181657 -1.859281 7.196541 0.01 0.04 0.03 -0.012
H 0.465687 -2.129267 4.293997 -0.04 -0.08 -0.03 0.092
H 1.439782 -4.425384 4.393062 -0.02 0.00 0.01 0.109
H 2.863374 -5.061617 6.315332 0.00 0.00 0.00 0.106
H 3.330112 -3.419415 8.101070 0.00 0.00 0.00 0.110
H 2.378670 -1.121900 7.962431 -0.01 0.00 0.00 0.121
F 7.148365 0.314358 -4.170018 0.08 -0.02 -0.09 0.029
C 7.405260 -0.876116 -4.770663 0.02 0.01 0.00 -0.284
C 6.590755 -1.281526 -5.806711 -0.03 0.00 -0.01 -0.019
C 6.860300 -2.500144 -6.414124 0.02 -0.01 0.01 -0.080
C 7.920883 -3.282483 -5.978933 0.00 0.00 0.00 -0.090
C 8.720289 -2.845461 -4.931573 -0.02 0.00 -0.01 -0.078
C 8.467959 -1.627658 -4.315665 0.02 -0.01 0.02 -0.016
H 5.768743 -0.655331 -6.125694 0.01 0.01 0.00 0.116
H 6.237794 -2.836884 -7.232291 -0.01 0.00 0.00 0.106
H 8.124720 -4.231255 -6.456116 0.00 0.00 0.00 0.104
H 9.546595 -3.453951 -4.589266 0.01 0.01 -0.01 0.107
H 9.079757 -1.262348 -3.502302 -0.01 0.01 0.00 0.118
```
Positions in Å, forces in eV/Å.

Computed properties:
- Kohn-Sham gap: 0.231 hartree
- Strongest force on any atom: 1.242 eV/Å
- Charge: +1
- HOMO energy: -10.78 eV
- LUMO level: -0.1651 Eh